DFT (ωB97M-V/def2-TZVPD) results for a molecular structure, C40H58CuN4OSi.

Summary:
M in g mol⁻¹: 702.563
Kohn-Sham gap (spin up / spin down) in Eh: 0.2590 / 0.2509
Max |F| in eV Å⁻¹: 0.418
ΔE to the lowest compared entry with this formula, charge and spin in kcal per mole: 7.1
LUMO (spin up / spin down) in eV: 0.4 / 0.2
Multiplicity: 2
HOMO level (spin up / spin down) in hartree: -0.24543 / -0.24369
<S²>: 0.753

Last column: Löwdin charge in e.
Positions of all 105 atoms, in Å:
Cu -1.19 1.02 -0.03  0.5815
C -2.90 3.81 -1.80  -0.2071
C -1.78 4.01 -0.78  -0.1791
N -1.87 3.09 0.37  -0.0884
C -3.11 3.09 1.14  -0.1588
C -3.64 1.65 1.36  -0.1591
N -3.25 0.73 0.29  -0.1197
C -4.17 0.55 -0.83  -0.1750
C -4.39 1.83 -1.62  -0.2015
N -3.15 2.41 -2.12  -0.0456
H -2.60 4.36 -2.70  0.1198
H -3.81 4.29 -1.45  0.1033
H -1.77 5.06 -0.46  0.1216
H -0.82 3.80 -1.25  0.1019
H -1.06 3.27 0.96  0.0949
H -3.86 3.69 0.63  0.0997
H -2.96 3.55 2.12  0.1218
H -4.73 1.67 1.49  0.1231
H -3.22 1.25 2.28  0.1179
H -3.02 -0.18 0.68  0.0771
H -5.13 0.16 -0.49  0.1240
H -3.72 -0.19 -1.50  0.1175
H -4.90 2.56 -0.98  0.1051
H -5.09 1.61 -2.43  0.1204
H -3.00 2.20 -3.09  0.1114
C -2.74 -2.63 2.70  -0.0930
C -1.22 -2.53 2.84  -0.5939
C -0.90 -1.37 3.81  -0.0988
C -0.69 -3.84 3.44  -0.0918
Si -0.48 -2.17 1.12  0.4800
O -1.10 -0.79 0.58  -0.3471
C 1.41 -2.22 1.17  -0.2087
C 2.16 -3.06 0.33  -0.1072
C 3.55 -3.02 0.32  -0.0903
C 4.23 -2.14 1.15  -0.0902
C 3.52 -1.30 1.99  -0.0805
C 2.13 -1.34 2.00  -0.0815
C -1.04 -3.56 -0.04  -0.2139
C -1.93 -3.26 -1.08  -0.0938
C -2.39 -4.24 -1.95  -0.0922
C -1.97 -5.56 -1.80  -0.0981
C -1.08 -5.88 -0.78  -0.0861
C -0.62 -4.89 0.09  -0.1102
H -3.20 -2.91 3.66  0.0832
H -3.03 -3.38 1.96  0.0771
H -3.18 -1.67 2.39  0.0629
H -1.51 -1.46 4.72  0.0838
H -1.11 -0.40 3.36  0.0552
H 0.15 -1.38 4.12  0.0725
H -1.06 -3.96 4.47  0.0822
H 0.40 -3.85 3.48  0.0791
H -1.02 -4.70 2.87  0.0670
H 1.65 -3.73 -0.34  0.0911
H 4.10 -3.68 -0.34  0.1000
H 5.31 -2.11 1.14  0.0982
H 4.04 -0.59 2.63  0.0995
H 1.60 -0.63 2.62  0.0852
H -2.26 -2.24 -1.20  0.0782
H -3.08 -3.99 -2.74  0.0965
H -2.32 -6.33 -2.47  0.0975
H -0.74 -6.90 -0.66  0.0999
H 0.08 -5.17 0.87  0.0996
C 0.67 2.40 4.44  -0.0453
C 1.42 2.31 3.14  -0.2857
C 2.79 2.55 3.08  -0.0409
C 3.46 2.41 1.87  -0.2832
C 4.95 2.60 1.80  -0.0505
C 2.76 2.07 0.72  -0.0070
C 1.37 1.84 0.71  -0.2611
C 0.74 1.95 1.98  -0.0462
N 0.60 1.56 -0.39  -0.0067
C 1.16 1.07 -1.67  -0.4373
C 2.07 -0.15 -1.50  -0.0738
C 2.56 -0.66 -2.87  -0.2734
C 1.34 -1.12 -3.69  -0.1115
C 0.40 0.07 -3.89  -0.2796
C 1.13 1.18 -4.65  -0.1232
C 2.34 1.65 -3.83  -0.2840
C 3.29 0.46 -3.60  -0.1131
C 1.86 2.18 -2.47  -0.0753
C -0.04 0.60 -2.52  -0.1068
H 1.35 2.37 5.29  0.0745
H -0.05 1.58 4.55  0.0634
H 0.11 3.34 4.51  0.0774
H 3.33 2.82 3.98  0.1074
H 5.34 3.04 2.72  0.0718
H 5.23 3.24 0.96  0.0777
H 5.45 1.64 1.65  0.0751
H 3.34 1.96 -0.19  0.0921
H -0.30 1.65 2.08  0.0847
H 1.50 -0.93 -0.99  0.1027
H 2.93 0.08 -0.86  0.1124
H 3.23 -1.51 -2.72  0.1360
H 0.83 -1.93 -3.17  0.1191
H 1.67 -1.50 -4.66  0.1191
H -0.48 -0.25 -4.45  0.1363
H 0.46 2.03 -4.83  0.1153
H 1.46 0.81 -5.63  0.1178
H 2.86 2.44 -4.37  0.1356
H 4.15 0.79 -3.01  0.1203
H 3.67 0.10 -4.56  0.1178
H 1.14 3.00 -2.62  0.1161
H 2.70 2.60 -1.92  0.1048
H -0.57 -0.20 -1.98  0.1071
H -0.74 1.45 -2.64  0.1022

***

DFT (ωB97M-V/def2-TZVPD) results for C22H29N3O2 in the gas phase.

Summary:
M in g mol⁻¹: 367.493
Kohn-Sham gap in Eh: 0.3164
Max |F| in eV Å⁻¹: 1.083
ΔE to the lowest compared entry with this formula, charge and spin in kcal per mole: 50.1
LUMO in eV: 0.5
SMILES: C=C(C)[C@H]1CC=C(C)/C(=N/NC(=O)CCC(=O)Nc2ccc(C)c(C)c2)C1
HOMO level in hartree: -0.29860

Last column: Löwdin charge in e.
Positions of all 56 atoms, in Å:
C -0.46 -2.70 0.10  0.0401
C -1.69 -2.23 0.26  -0.3206
C -2.22 -1.87 1.61  -0.0329
H -2.40 -0.80 1.68  0.0819
H -1.52 -2.16 2.38  0.0804
H -3.17 -2.37 1.80  0.0825
C -2.58 -2.02 -0.95  -0.2792
C -2.65 -0.53 -1.31  -0.0559
C -3.46 0.26 -0.32  -0.2516
N -3.19 1.40 0.18  0.1287
N -2.05 2.06 -0.11  0.0768
C -1.76 3.22 0.54  -0.4757
O -2.51 3.77 1.31  0.0690
C -0.37 3.80 0.25  -0.0843
C 0.28 3.48 -1.09  -0.0969
C 0.91 2.09 -1.08  -0.4568
O 0.29 1.11 -1.47  0.0357
N 2.15 2.05 -0.56  0.1396
C 2.97 0.93 -0.33  -0.2081
C 2.51 -0.38 -0.43  -0.0062
C 3.39 -1.42 -0.17  -0.0293
C 4.71 -1.20 0.19  -0.2412
C 5.17 0.12 0.29  -0.2349
C 4.29 1.16 0.03  0.0122
H 4.65 2.18 0.11  0.1142
C 6.59 0.41 0.67  -0.0443
H 6.81 -0.01 1.65  0.0844
H 7.27 -0.04 -0.04  0.0844
H 6.77 1.48 0.71  0.0751
C 5.63 -2.35 0.45  -0.0476
H 5.11 -3.29 0.33  0.0760
H 6.48 -2.33 -0.23  0.0828
H 6.02 -2.30 1.47  0.0828
H 3.02 -2.43 -0.24  0.1085
H 1.49 -0.58 -0.70  0.0875
H 2.58 2.93 -0.32  0.1467
H 1.05 4.22 -1.30  0.1164
H -0.46 3.52 -1.89  0.1291
H -0.48 4.89 0.35  0.1212
H 0.27 3.48 1.07  0.1263
H -1.37 1.63 -0.74  0.0932
C -4.71 -0.36 0.12  -0.2492
C -4.94 -1.66 -0.10  -0.0505
C -3.99 -2.59 -0.80  -0.1454
H -4.40 -2.80 -1.79  0.1208
H -3.95 -3.54 -0.26  0.1205
H -5.87 -2.10 0.22  0.1119
C -5.69 0.52 0.84  -0.0460
H -6.05 1.30 0.17  0.0836
H -6.53 -0.06 1.21  0.0746
H -5.19 1.01 1.67  0.0787
H -3.15 -0.43 -2.29  0.1398
H -1.63 -0.15 -1.42  0.0924
H -2.09 -2.53 -1.79  0.1365
H 0.20 -2.84 0.94  0.0596
H -0.06 -2.96 -0.86  0.0628

***

DFT (ωB97M-V/def2-TZVPD) results for a molecular structure, C3H8FNO4PS3.

Summary:
Total charge: -1
M in g mol⁻¹: 268.273
Kohn-Sham gap in Eh: 0.3231
Max |F| in eV Å⁻¹: 0.374
LUMO in eV: 3.2
HOMO level in hartree: -0.20505

Last column: Löwdin charge in e.
Positions of all 21 atoms, in Å:
C 2.87 -0.02 0.28  -0.0406
C 1.38 0.17 0.13  -0.4092
F 1.16 1.19 -0.82  -0.0744
C 0.66 -1.08 -0.36  -0.2010
S -0.61 -1.74 0.73  0.4944
O -0.83 -3.08 0.25  -0.3434
O -0.10 -1.56 2.07  -0.3262
N -1.96 -0.93 0.48  -0.3651
S -2.17 0.59 0.74  0.2958
O -3.57 0.85 0.98  -0.3842
O -1.18 1.23 1.57  -0.3699
P -1.97 1.55 -1.23  0.2314
S -1.65 3.46 -1.32  0.0572
H 3.33 0.86 0.75  0.0789
H 3.08 -0.90 0.89  0.0860
H 3.32 -0.15 -0.70  0.0835
H 0.92 0.52 1.06  0.1112
H 1.33 -1.93 -0.48  0.0991
H 0.21 -0.88 -1.33  0.0846
H -3.18 1.11 -1.78  -0.0451
H -1.05 0.74 -1.92  -0.0631

***

DFT (ωB97M-V/def2-TZVPD) results for 10 unconnected molecules or ions with the total composition C18H58N3O10.

Summary:
Total charge: -1
M in g mol⁻¹: 476.673
Kohn-Sham gap in Eh: 0.2217
Max |F| in eV Å⁻¹: 2.644
LUMO in eV: 2.3
HOMO level in hartree: -0.13874

Last column: Löwdin charge in e.
Positions of all 89 atoms, in Å:
C 0.86 -0.24 0.78  -0.0873
C -0.31 0.70 0.49  -0.4903
O -0.50 1.85 1.24  -0.3278
H 1.87 0.18 0.71  0.0351
H 0.73 -1.07 0.08  0.0452
H 0.82 -0.60 1.81  0.0599
H -1.27 0.17 0.43  0.0591
H -0.26 1.03 -0.56  0.0570
C 1.70 -4.31 -0.33  -0.0871
C 0.30 -4.26 0.23  -0.2896
O -0.45 -5.11 -0.68  -0.1151
H 2.11 -5.29 -0.07  0.0762
H 2.33 -3.48 -0.01  0.0584
H 1.76 -4.11 -1.40  0.0605
H -0.26 -3.32 0.26  0.0974
H 0.26 -4.79 1.18  0.1053
H -1.34 -5.19 -0.32  0.0700
C 0.59 -1.88 -3.22  -0.0776
C -0.44 -0.75 -3.39  -0.3419
O 0.10 0.21 -4.25  -0.0685
H 1.10 -2.24 -4.11  0.0764
H 0.21 -2.66 -2.56  0.0628
H 1.37 -1.33 -2.68  0.0586
H -0.72 -0.40 -2.40  0.0869
H -1.35 -1.21 -3.79  0.1087
H 0.90 0.55 -3.83  0.0793
C -3.38 1.43 -2.78  -0.0584
C -2.54 2.62 -2.28  -0.4299
C -2.70 3.99 -3.05  -0.1637
O -1.77 4.95 -2.46  -0.1692
C -1.86 6.13 -3.21  -0.1549
N -2.77 2.83 -0.88  0.0643
H -4.45 1.50 -2.57  0.0705
H -3.02 0.55 -2.25  0.0587
H -3.23 1.18 -3.83  0.0672
H -1.47 2.44 -2.35  0.1032
H -3.74 4.31 -3.02  0.1188
H -2.38 3.80 -4.07  0.1127
H -1.70 5.90 -4.27  0.0808
H -1.05 6.81 -2.95  0.0795
H -2.67 6.82 -2.97  0.0814
H -2.63 2.01 -0.30  0.0509
H -3.78 2.88 -0.83  0.0696
C -4.94 -1.88 1.74  -0.0643
C -3.95 -1.29 2.78  -0.3912
C -2.55 -1.90 2.48  -0.1905
O -2.44 -3.35 2.59  -0.2088
C -2.62 -3.81 3.91  -0.1358
N -3.79 0.17 2.58  0.0496
H -4.56 -1.70 0.73  0.0716
H -5.96 -1.49 1.75  0.0656
H -5.03 -2.97 1.81  0.0645
H -4.24 -1.51 3.81  0.1259
H -1.74 -1.43 3.03  0.1151
H -2.26 -1.67 1.45  0.1026
H -3.66 -4.00 4.18  0.0788
H -2.24 -3.09 4.64  0.0846
H -2.01 -4.70 4.08  0.0781
H -3.47 0.38 1.64  0.0538
H -3.06 0.56 3.16  0.0235
C 4.69 -1.38 -1.00  -0.0613
C 4.56 0.17 -0.93  -0.4005
C 5.75 0.87 -0.14  -0.1591
O 6.04 0.36 1.20  -0.2142
C 4.85 0.22 2.01  -0.0928
N 4.56 0.66 -2.31  0.0202
H 4.72 -1.81 0.00  0.0611
H 5.65 -1.69 -1.41  0.0731
H 3.94 -1.92 -1.58  0.0620
H 3.60 0.38 -0.45  0.1044
H 5.52 1.94 -0.12  0.1130
H 6.70 0.73 -0.66  0.1121
H 5.23 -0.28 2.91  0.0842
H 4.13 -0.48 1.59  0.0585
H 4.42 1.20 2.16  0.0796
H 4.58 1.67 -2.35  0.0613
H 5.34 0.30 -2.84  0.0630
O -1.42 1.34 3.92  -0.0924
H -0.68 0.93 4.37  -0.0158
H -1.14 1.41 2.99  -0.0093
O 1.16 0.31 4.65  -0.0415
H 1.84 -0.35 4.48  0.0561
H 1.26 0.54 5.57  0.0612
O 2.05 2.24 2.52  -0.0830
H 1.29 2.04 1.97  -0.0184
H 1.90 1.73 3.32  -0.0201
O 0.88 3.54 -1.61  -0.0326
H 1.71 3.63 -2.09  0.0209
H 0.46 2.78 -2.00  -0.0058